C16H10Cl5CoN3O6P2S2 as an isolated structure, computed with ωB97M-V/def2-TZVPD.

The geometry in XYZ format:
```
45
Properties=species:S:1:pos:R:3
Co 0.10 -0.25 0.84
Cl 4.45 0.16 -2.84
H -2.36 -2.51 -2.78
C -1.76 0.39 5.65
C -1.46 0.59 -1.74
O 0.27 -1.98 4.71
Cl 2.36 -0.74 2.92
H -2.52 -0.35 5.93
C 4.72 0.00 -0.18
O 0.02 1.24 2.18
Cl 1.47 -0.24 -2.43
H -2.85 1.41 3.33
C 2.87 -0.36 1.32
N -2.54 0.44 3.28
H -2.23 0.24 2.31
C 2.46 -0.17 -1.01
C 3.83 -0.01 -1.24
O -0.68 -1.46 2.29
C -2.10 1.34 -2.73
C -2.94 -0.69 -3.73
O 0.98 1.70 4.60
P -0.13 1.51 3.66
Cl 6.41 0.21 -0.45
O -2.20 -2.24 4.11
C -2.29 -1.43 -2.76
C -3.71 -1.37 -4.74
C -1.55 -0.81 -1.75
O -1.19 2.76 3.76
C -1.34 0.22 4.21
C 4.24 -0.20 1.11
C -3.53 1.51 -4.70
Cl 5.35 -0.26 2.43
N -4.08 2.16 -5.47
H -0.88 0.23 6.27
H -0.72 3.58 3.97
H -2.14 1.39 5.84
H -3.28 -0.22 3.51
P -0.78 -1.50 3.79
H -2.02 2.42 -2.72
S -0.57 1.36 -0.46
S -0.78 -1.73 -0.50
N -4.33 -1.93 -5.53
C 1.93 -0.30 0.28
H -2.04 -3.08 4.57
C -2.85 0.71 -3.71
```

Calculated values
Orbital gap (alpha / beta) in eV: 7.27 / 7.27
Electronic energy in Eh: -6394.58811
Energy above the lowest of the compared OMol25 structures with the same formula, charge and spin in kcal per mole: 0.0
HOMO level (alpha / beta) in eV: -5.3 / -5.3
Net charge: -1

C16H10ClN2O4Zn as an isolated structure, computed with ωB97M-V/def2-TZVPD.

The geometry in XYZ format:
```
34
Properties=species:S:1:pos:R:3
C 1.16 -0.26 3.09
C 2.40 0.27 2.33
H -1.96 -0.82 2.32
O -3.19 1.88 0.94
H -2.42 4.22 0.57
O 3.43 0.41 2.99
C 0.82 4.49 -0.46
H 0.04 -1.29 6.10
C 2.37 2.65 -0.90
C 1.84 5.40 -0.82
H 1.62 6.47 -0.79
C -1.07 2.61 0.17
C -1.09 -0.78 2.96
C 3.33 3.56 -1.25
O 2.19 0.52 1.10
C -1.13 -1.12 4.30
Cl 0.77 -1.65 -1.12
C -2.11 1.52 0.46
H -2.06 -1.46 4.75
O -1.74 0.36 0.13
H 2.56 1.59 -0.89
C 0.04 -1.03 5.05
H 2.14 -0.48 4.96
Zn 0.31 0.02 0.30
H 3.84 5.65 -1.48
C -0.48 4.91 -0.05
C 3.06 4.95 -1.21
N 0.04 -0.37 2.38
C 1.20 -0.59 4.44
C 1.09 3.11 -0.49
H -0.70 5.97 -0.01
C -1.41 3.97 0.26
N 0.13 2.19 -0.17
H 4.31 3.21 -1.55
```

Calculated values
Orbital gap in eV: 8.71
Electronic energy in Eh: -3265.98954
HOMO level in eV: -6.2
Net charge: -1

C16H10F6N3O2PdSb as an isolated structure, computed with ωB97M-V/def2-TZVPD.

The geometry in XYZ format:
```
39
Properties=species:S:1:pos:R:3
O -0.19 -5.13 -2.96
H 2.65 -3.12 -1.14
N -2.01 0.39 -0.30
H -5.41 -0.63 -1.71
F -1.13 3.07 3.76
H 2.12 2.30 1.78
C 3.72 -0.88 0.38
C -4.31 0.84 -0.61
H -3.44 -2.09 -2.05
F -0.37 4.96 0.65
H -5.15 1.50 -0.44
C 0.87 -4.77 -2.51
Pd -0.12 0.72 0.35
C 3.97 1.17 1.60
F -0.45 2.44 1.31
Sb -0.78 4.20 2.31
C 2.61 1.41 1.40
C 2.39 -0.59 0.22
C -3.34 -1.17 -1.50
H 4.15 -1.79 -0.03
C -4.45 -0.34 -1.31
H 4.56 1.89 2.15
C 4.52 0.02 1.08
O 2.03 -5.04 -2.37
C -0.69 -2.76 -1.75
C -2.13 -0.77 -0.99
C -0.87 -1.55 -1.11
F -1.09 5.79 3.20
H -1.49 -3.29 -2.24
C 0.59 -3.28 -1.73
N 0.18 -0.96 -0.52
C 1.67 -2.67 -1.12
H 5.58 -0.19 1.22
C -3.06 1.18 -0.11
N 1.85 0.55 0.73
H -2.89 2.10 0.45
C 1.42 -1.45 -0.50
F -2.55 3.92 1.71
F 1.06 4.07 2.68
```

Calculated values
Orbital gap (alpha / beta) in eV: 8.35 / 6.33
Electronic energy in Eh: -1897.67443
Spin multiplicity: 2
HOMO level (alpha / beta) in eV: -13.5 / -13.5
Net charge: +1

C16H11AsCoNO8S as an isolated structure, computed with ωB97M-V/def2-TZVPD.

The geometry in XYZ format:
```
39
Properties=species:S:1:pos:R:3
O 0.68 -1.13 0.79
S -1.13 -2.65 1.51
N 0.92 1.03 0.56
C 1.02 3.37 0.06
O -1.06 -0.32 2.64
H 3.36 -1.21 1.17
H 1.26 5.44 -0.38
H -0.15 -3.98 -0.59
O 1.57 -2.97 1.95
H -0.38 -3.86 -3.05
O -1.60 -3.90 2.03
Co -1.04 0.68 0.96
C -0.85 -3.28 -1.05
C -1.62 -2.46 -0.23
C -2.53 -1.56 -0.78
C -2.64 -1.50 -2.17
O -4.73 0.18 -1.18
H 4.76 0.85 0.98
C 3.69 0.89 0.83
O -4.66 -0.72 1.37
H -0.06 3.36 -0.04
H -5.61 0.26 -0.80
C -0.98 -3.22 -2.42
O -2.69 1.09 0.35
H -1.98 -2.25 -4.06
C -1.87 -2.32 -2.98
C 1.55 -0.11 0.78
H 3.73 5.39 -0.16
H -3.35 -0.80 -2.60
H 4.88 3.29 0.40
C 3.16 4.48 -0.01
C 0.68 -2.19 1.72
O -1.90 -1.45 2.23
C 1.67 2.16 0.38
As -3.68 -0.28 0.17
C 2.93 -0.24 0.95
C 3.80 3.32 0.31
C 3.08 2.13 0.51
C 1.76 4.51 -0.13
```

Calculated values
Orbital gap (alpha / beta) in eV: 5.72 / 8.62
Electronic energy in Eh: -5289.51613
Spin multiplicity: 5
Energy above the lowest of the compared OMol25 structures with the same formula, charge and spin in kcal per mole: 32.5
HOMO level (alpha / beta) in eV: -6.8 / -9.8

| no. | strongest force on any atom (eV Å⁻¹) |
| --- | --- |
| 1 | 1.01 |
| 2 | 0.48 |
| 3 | 0.24 |
| 4 | 1.95 |